Entry 1:
A cluster of 2 separate species, CH3Br2P in total in a non-equilibrium geometry. Source: the OMol25 dataset; level of theory: the ωB97M-V functional and the def2-TZVPD basis.

```
7
Properties=species:S:1:pos:R:3:nbo_charge:R:1
C -0.462 0.351 0.042 -0.770
P -1.098 1.931 0.244 0.449
Br -1.198 -1.325 0.021 0.133
Br 2.781 -1.302 0.135 -0.202
H 0.677 0.400 0.201 0.246
H 1.762 -1.847 -0.697 0.207
H -2.461 1.791 0.053 -0.062
```

Values from the calculation:
- lowest unoccupied orbital energy (eV) = -0.344
- HOMO-LUMO gap (eV) = 8.934
- charge = 0
- 2S+1 = 1

---

Entry 2:
A cluster of 2 separate species, CH3Br3Si in total in a non-equilibrium geometry. Source: the OMol25 dataset; level of theory: the ωB97M-V functional and the def2-TZVPD basis.

```
8
Properties=species:S:1:pos:R:3:nbo_charge:R:1
C -0.218 -0.252 1.012 -0.888
Si 0.626 0.203 -0.552 1.106
Br -0.211 0.896 2.536 0.138
Br 0.086 2.172 -1.390 -0.273
Br 0.108 -1.386 -1.974 -0.291
H -2.007 -0.448 0.002 0.097
H -0.484 -1.327 1.110 0.255
H 2.100 0.141 -0.745 -0.143
```

Values from the calculation:
- lowest unoccupied orbital energy (spin up / spin down) (eV) = -1.060 / -1.399
- HOMO-LUMO gap (spin up / spin down) (eV) = 8.565 / 8.726
- charge = 0
- 2S+1 = 1

---

Entry 3:
A cluster of 2 separate species, CH3BrClN in total in a non-equilibrium geometry. Source: the OMol25 dataset; level of theory: the ωB97M-V functional and the def2-TZVPD basis.

```
7
Properties=species:S:1:pos:R:3:nbo_charge:R:1
C 0.542 -0.795 -0.169 0.066
N 0.089 -0.655 -1.307 -0.622
Cl -1.288 1.987 0.960 -0.234
Br 2.317 -1.466 0.221 -0.040
H -0.156 -0.564 0.692 0.213
H 0.554 -0.765 -2.213 0.380
H -2.058 2.258 1.817 0.237
```

Values from the calculation:
- lowest unoccupied orbital energy (eV) = 0.866
- HOMO-LUMO gap (eV) = 10.913
- charge = 0
- 2S+1 = 1

---

Entry 4:
The ion CH3BrNO2S with charge -1 in a non-equilibrium geometry. Source: the OMol25 dataset; level of theory: the ωB97M-V functional and the def2-TZVPD basis.

```
9
Properties=species:S:1:pos:R:3:nbo_charge:R:1
C 0.880 -0.361 -0.223 -0.656
N 1.158 0.690 0.625 -0.852
O -1.240 -1.785 -0.661 -0.943
O -1.541 0.060 0.902 -0.947
S -0.831 -0.479 -0.304 2.004
Br -0.759 0.582 -2.416 -0.404
H 0.833 -1.254 0.546 0.136
H 0.529 0.880 1.411 0.338
H 0.971 1.666 0.118 0.324
```

Values from the calculation:
- lowest unoccupied orbital energy (eV) = 3.393
- HOMO-LUMO gap (eV) = 6.919
- charge = -1
- 2S+1 = 1

---

Entry 5:
A structure of composition CH3BrNO2S in a non-equilibrium geometry. Source: the OMol25 dataset; level of theory: the ωB97M-V functional and the def2-TZVPD basis.

```
9
Properties=species:S:1:pos:R:3:nbo_charge:R:1
C 0.045 -1.437 -1.598 -0.788
N -0.374 0.391 0.417 -1.071
O 1.841 -0.853 0.646 -1.010
O -0.228 -1.953 1.209 -0.994
S 0.456 -1.153 0.268 2.139
Br 0.976 -3.198 -1.869 -0.162
H 0.610 -0.542 -1.988 0.148
H -0.491 0.361 1.458 0.374
H 0.240 1.076 0.027 0.365
```

Values from the calculation:
- lowest unoccupied orbital energy (eV) = 3.583
- HOMO-LUMO gap (eV) = 7.070
- charge = -1
- 2S+1 = 1

---

Entry 6:
A structure of composition CH3BrO in a non-equilibrium geometry. Source: the OMol25 dataset; level of theory: the ωB97M-V functional and the def2-TZVPD basis.

```
6
Properties=species:S:1:pos:R:3:nbo_charge:R:1
C 0.455 0.022 -0.015 -0.250
O -0.604 0.811 -0.021 -0.573
Br -2.087 -0.209 -0.020 0.296
H 1.337 0.664 0.068 0.200
H 0.456 -0.726 -0.888 0.164
H 0.443 -0.562 0.876 0.162
```

Values from the calculation:
- lowest unoccupied orbital energy (eV) = -0.139
- HOMO-LUMO gap (eV) = 9.836
- charge = 0
- 2S+1 = 1

---

Entry 7:
A cluster of 2 separate species, CH3BrO2P in total in a non-equilibrium geometry. Source: the OMol25 dataset; level of theory: the ωB97M-V functional and the def2-TZVPD basis.

```
8
Properties=species:S:1:pos:R:3:nbo_charge:R:1
C 0.661 -0.615 -0.050 -1.017
O -0.278 1.595 -1.269 -1.058
O 0.017 1.861 1.244 -1.053
P -0.095 1.012 0.054 2.263
Br -2.566 -1.317 0.001 -0.915
H 0.092 -1.104 -0.754 0.290
H 1.708 -0.372 -0.126 0.233
H 0.461 -1.061 0.901 0.258
```

Values from the calculation:
- lowest unoccupied orbital energy (eV) = 3.549
- HOMO-LUMO gap (eV) = 8.013
- charge = -1
- 2S+1 = 1

---

Entry 8:
A cluster of 2 separate species, CH3BrO2P in total in a non-equilibrium geometry. Source: the OMol25 dataset; level of theory: the ωB97M-V functional and the def2-TZVPD basis.

```
8
Properties=species:S:1:pos:R:3:nbo_charge:R:1
C -0.836 0.445 0.401 -0.964
O 0.841 -2.783 -0.242 -0.836
O 1.862 0.521 0.448 -1.121
P 0.792 -0.307 -0.128 1.624
Br 0.546 0.272 -2.245 -0.360
H -0.971 0.178 1.544 0.219
H -0.672 1.461 0.473 0.220
H -1.561 0.213 -0.251 0.219
```

Values from the calculation:
- lowest unoccupied orbital energy (spin up / spin down) (eV) = 3.359 / 3.359
- HOMO-LUMO gap (spin up / spin down) (eV) = 7.797 / 7.798
- charge = -1
- 2S+1 = 1

---

Entry 9:
A cluster of 2 separate species, CH3BrOS in total in a non-equilibrium geometry. Source: the OMol25 dataset; level of theory: the ωB97M-V functional and the def2-TZVPD basis.

```
7
Properties=species:S:1:pos:R:3:nbo_charge:R:1
C -0.119 -0.257 0.139 -0.851
O 2.193 -0.516 1.354 -0.802
S 1.525 -1.027 0.161 0.943
Br -2.277 2.143 -2.067 0.001
H -0.070 0.699 0.649 0.244
H -0.816 -0.911 0.654 0.231
H -0.438 -0.130 -0.890 0.235
```

Values from the calculation:
- lowest unoccupied orbital energy (spin up / spin down) (eV) = -0.694 / -4.014
- HOMO-LUMO gap (spin up / spin down) (eV) = 9.414 / 4.670
- charge = 0
- 2S+1 = 1

---

Entry 10:
A structure of composition CH3BrP2 in a non-equilibrium geometry. Source: the OMol25 dataset; level of theory: the ωB97M-V functional and the def2-TZVPD basis.

```
7
Properties=species:S:1:pos:R:3:nbo_charge:R:1
C 1.521 0.142 0.392 -0.537
P -0.688 0.228 1.189 0.258
P -1.326 -0.715 -0.611 -0.034
Br 2.872 1.001 1.252 0.140
H 1.725 -0.428 -0.494 0.172
H -2.686 -0.644 -0.294 -0.003
H -1.419 0.415 -1.433 0.004
```

Values from the calculation:
- lowest unoccupied orbital energy (spin up / spin down) (eV) = -1.373 / -0.150
- HOMO-LUMO gap (spin up / spin down) (eV) = 6.855 / 8.369
- charge = 0
- 2S+1 = 1

---

Entry 11:
An isolated molecule of CH3BrP2 in a non-equilibrium geometry. Source: the OMol25 dataset; level of theory: the ωB97M-V functional and the def2-TZVPD basis.

```
7
Properties=species:S:1:pos:R:3:nbo_charge:R:1
C -2.231 0.401 0.440 -0.575
P -1.160 0.623 -0.828 0.493
P 0.703 0.704 0.402 0.008
Br -4.421 -0.119 -0.161 -0.148
H -2.370 0.346 1.512 0.214
H 0.372 -0.490 1.035 0.003
H 1.583 0.058 -0.452 0.006
```

Values from the calculation:
- lowest unoccupied orbital energy (eV) = -0.882
- HOMO-LUMO gap (eV) = 8.449
- charge = 0
- 2S+1 = 1

---

Entry 12:
An isolated molecule of CH3BrS in a non-equilibrium geometry. Source: the OMol25 dataset; level of theory: the ωB97M-V functional and the def2-TZVPD basis.

```
6
Properties=species:S:1:pos:R:3:nbo_charge:R:1
C 0.469 -0.012 -0.623 -0.549
S -0.599 1.286 0.040 -0.032
Br 2.315 0.134 0.040 -0.007
H 0.131 -0.974 -0.166 0.232
H 0.667 0.044 -1.604 0.214
H -1.597 1.411 -0.924 0.143
```

Values from the calculation:
- lowest unoccupied orbital energy (eV) = 0.663
- HOMO-LUMO gap (eV) = 10.227
- charge = 0
- 2S+1 = 1

---

Entry 13:
A cluster of 2 separate species, CH3Cl2 in total in a non-equilibrium geometry. Source: the OMol25 dataset; level of theory: the ωB97M-V functional and the def2-TZVPD basis.

```
6
Properties=species:S:1:pos:R:3:nbo_charge:R:1
Cl -0.642 0.300 0.398 -0.017
Cl -2.974 1.386 1.836 0.005
C 0.686 -0.320 -0.424 -0.628
H 1.589 -0.166 0.166 0.214
H 0.794 0.186 -1.383 0.213
H 0.547 -1.387 -0.594 0.213
```

Values from the calculation:
- lowest unoccupied orbital energy (spin up / spin down) (eV) = 1.129 / -3.881
- HOMO-LUMO gap (spin up / spin down) (eV) = 11.788 / 6.755
- charge = 0
- 2S+1 = 2
- expectation value of S² = 0.75

---

Entry 14:
A cluster of 2 separate species, CH3Cl2FSi in total in a non-equilibrium geometry. Source: the OMol25 dataset; level of theory: the ωB97M-V functional and the def2-TZVPD basis.

```
8
Properties=species:S:1:pos:R:3:nbo_charge:R:1
C 0.949 -0.660 1.059 -1.158
F 1.854 0.716 -1.498 -0.636
Si 2.088 -0.396 -0.295 1.676
Cl 3.555 -1.466 -1.007 -0.334
Cl -1.558 2.319 -2.820 -0.287
H -1.467 2.818 -4.088 0.288
H 0.272 0.100 1.233 0.231
H 1.213 -1.338 1.764 0.221
```

Values from the calculation:
- lowest unoccupied orbital energy (eV) = 0.053
- HOMO-LUMO gap (eV) = 8.701
- charge = 0
- 2S+1 = 1

---

Entry 15:
An isolated molecule of CH3Cl2O2P in a non-equilibrium geometry. Source: the OMol25 dataset; level of theory: the ωB97M-V functional and the def2-TZVPD basis.

```
9
Properties=species:S:1:pos:R:3:nbo_charge:R:1
C 1.146 -0.719 0.725 -0.587
O -0.564 -0.358 -1.663 -1.062
O -2.234 0.864 0.021 -0.961
P -0.487 0.340 -0.383 1.802
Cl 0.269 2.057 -0.433 -0.203
Cl 2.236 -0.731 -0.605 0.021
H 0.977 -1.766 1.050 0.252
H 1.556 0.148 1.320 0.244
H -2.900 0.166 -0.032 0.494
```

Values from the calculation:
- lowest unoccupied orbital energy (eV) = -0.654
- HOMO-LUMO gap (eV) = 9.499
- charge = 0
- 2S+1 = 1

---

Entry 16:
A structure of composition CH3Cl2OSn2 in a non-equilibrium geometry. Source: the OMol25 dataset; level of theory: the ωB97M-V functional and the def2-TZVPD basis.

```
9
Properties=species:S:1:pos:R:3:nbo_charge:R:1
Sn -2.219 2.255 4.347 1.876
Sn -2.757 -1.184 0.906 1.792
O -1.163 0.643 2.368 -1.284
H -0.573 1.003 1.683 0.508
C 1.494 -0.580 -1.838 -0.361
Cl 0.846 -0.535 -3.514 0.069
Cl 0.372 0.176 -0.639 -0.111
H 1.505 -1.615 -1.512 0.236
H 2.496 -0.162 -1.801 0.275
```

Values from the calculation:
- lowest unoccupied orbital energy (eV) = -14.833
- HOMO-LUMO gap (eV) = 3.879
- charge = +3
- 2S+1 = 1

---

Entry 17:
An isolated molecule of CH3Cl3Si in a non-equilibrium geometry. Source: the OMol25 dataset; level of theory: the ωB97M-V functional and the def2-TZVPD basis.

```
8
Properties=species:S:1:pos:R:3:nbo_charge:R:1
C 0.200 -0.123 -0.043 -1.051
Si 2.149 -0.183 0.025 1.419
Cl 3.098 1.946 -0.221 -0.446
Cl 2.902 -0.872 1.765 -0.335
Cl 2.865 -1.245 -1.526 -0.339
H -0.022 -1.223 0.008 0.256
H -0.140 0.498 0.731 0.250
H -0.026 0.433 -0.870 0.247
```

Values from the calculation:
- lowest unoccupied orbital energy (eV) = 0.343
- HOMO-LUMO gap (eV) = 11.352
- charge = 0
- 2S+1 = 1

---

Entry 18:
An isolated molecule of CH3Cl3Si in a non-equilibrium geometry. Source: the OMol25 dataset; level of theory: the ωB97M-V functional and the def2-TZVPD basis.

```
8
Properties=species:S:1:pos:R:3:nbo_charge:R:1
C -1.096 0.093 0.060 -1.143
Si 0.758 -0.261 -0.008 1.458
Cl 1.577 1.926 -0.255 -0.468
Cl 1.445 -0.858 1.798 -0.333
Cl 1.501 -1.266 -1.608 -0.325
H -1.652 -0.546 -0.584 0.253
H -1.368 -0.158 1.092 0.269
H -1.165 1.071 -0.495 0.288
```

Values from the calculation:
- lowest unoccupied orbital energy (eV) = 0.336
- HOMO-LUMO gap (eV) = 11.222
- charge = 0
- 2S+1 = 1

---

Entry 19:
A cluster of 2 separate species, CH3ClFN in total in a non-equilibrium geometry. Source: the OMol25 dataset; level of theory: the ωB97M-V functional and the def2-TZVPD basis.

```
7
Properties=species:S:1:pos:R:3:nbo_charge:R:1
C 1.210 0.432 0.032 -0.136
N 0.877 -0.632 0.599 -0.007
F 0.474 -1.646 -0.261 -0.262
Cl -3.132 0.425 -0.096 -0.275
H 1.516 1.227 0.692 0.212
H 1.218 0.599 -1.040 0.195
H -2.164 -0.404 0.073 0.274
```

Values from the calculation:
- lowest unoccupied orbital energy (eV) = 0.947
- HOMO-LUMO gap (eV) = 12.538
- charge = 0
- 2S+1 = 1

---

Entry 20:
A cluster of 2 separate species, CH3ClFNO3S in total in a non-equilibrium geometry. Source: the OMol25 dataset; level of theory: the ωB97M-V functional and the def2-TZVPD basis.

```
11
Properties=species:S:1:pos:R:3:nbo_charge:R:1
C 2.268 0.150 -0.168 0.075
N 0.149 0.474 0.706 -0.451
O -1.386 0.504 -1.463 -0.886
O -2.373 0.095 0.832 -0.878
O 0.963 0.160 -0.269 -0.175
F -1.530 2.341 0.172 -0.485
S -1.414 0.705 0.013 2.385
Cl -0.437 -2.203 -0.012 -0.306
H 2.728 -0.265 -1.061 0.212
H -1.624 -2.645 0.544 0.311
H 2.654 0.684 0.707 0.200
```

Values from the calculation:
- lowest unoccupied orbital energy (spin up / spin down) (eV) = -1.295 / -1.543
- HOMO-LUMO gap (spin up / spin down) (eV) = 8.732 / 8.167
- charge = 0
- 2S+1 = 1

---

One value per record, in order, for energy relative to the best compared isomer or geometry (same formula, charge and spin): 70.73 92.30 20.24 61.15 46.12 38.81 13.08 133.07 39.80 71.98 30.00 6.25 0.00 102.44 58.05 0.00 21.49 22.25 17.68 32.33 kcal per mole.